Computed, not measured: a molecular structure, C4H8O2 in a non-equilibrium geometry, with wB97M-V/def2-TZVPD.

## Properties
* LUMO level: 0.781 eV
* energy relative to the best compared isomer or geometry (same formula, charge and spin): 301.9 kJ/mol
* E_HOMO: -9.28 eV
* multiplicity: 1

Atoms and positions in Å:
C (-1.3061, -0.4258, -0.9183)
C (-0.5705, 0.6305, -0.1228)
O (-0.5835, 0.5233, 1.6510)
C (0.6814, -0.0094, 1.4180)
C (0.9355, 0.5500, -0.0342)
O (1.6716, -0.2764, -0.8996)
H (-0.8240, -1.4107, -0.8923)
H (-2.3090, -0.5143, -0.5046)
H (-1.4036, -0.1546, -1.9845)
H (-1.0364, 1.5896, -0.0710)
H (0.6222, -1.0900, 1.2242)
H (1.4623, 0.1970, 2.1585)
H (1.4189, 1.5300, -0.0518)
H (1.2411, -1.1392, -0.9728)

Atoms 1-6, force components in eV/Å:
-0.1 0.0 0.5
-1.0 0.0 2.2
-0.5 -0.1 -3.4
1.9 -0.4 -1.3
0.4 -0.2 1.8
-0.4 0.1 -0.3

List of Löwdin charges in e, atom by atom:
1. C -0.034
2. C -0.116
3. O -0.115
4. C -0.248
5. C -0.327
6. O -0.016
7. H 0.078
8. H 0.087
9. H 0.101
10. H 0.125
11. H 0.112
12. H 0.119
13. H 0.153
14. H 0.081

=====

Computed, not measured: a molecular structure, C18H28AsNO4RhS2Si in a non-equilibrium geometry, with wB97M-V/def2-TZVPD.

## Properties
* LUMO level (alpha / beta): -2.640 / -6.029 eV
* energy relative to the best compared isomer or geometry (same formula, charge and spin): 0.0 kJ/mol
* E_HOMO (alpha / beta): -11.56 / -11.55 eV
* multiplicity: 5
* <S²>: 6.036
* charge: +1

Atoms and positions in Å:
Rh (9.4574, 7.6184, 13.9387)
C (8.2259, 12.2794, 19.3616)
Si (8.6328, 11.8707, 17.5519)
C (7.9689, 13.0860, 16.2290)
C (10.5129, 11.8903, 17.4955)
C (7.8679, 10.1760, 17.1281)
C (6.6329, 9.7731, 17.7029)
C (6.0686, 8.5894, 17.3226)
C (6.6992, 7.8179, 16.2967)
N (7.8478, 8.1251, 15.7258)
C (8.4347, 9.3019, 16.1299)
S (9.8848, 9.6725, 15.3327)
H (8.8173, 13.1360, 19.7740)
H (8.3867, 11.4336, 19.9862)
H (7.1478, 12.5850, 19.5620)
H (8.6015, 13.9693, 16.2916)
H (6.9461, 13.3319, 16.4345)
H (8.1289, 12.6555, 15.2505)
H (10.9739, 12.4529, 18.3255)
H (10.8994, 12.3198, 16.5313)
H (10.9196, 10.8622, 17.5744)
H (6.1223, 10.4805, 18.3466)
H (5.1219, 8.2692, 17.7326)
H (6.1941, 6.9163, 15.9904)
C (10.6283, 4.9902, 10.7800)
As (11.3529, 6.6912, 11.2034)
C (10.5347, 7.9807, 9.9766)
C (13.2063, 6.5691, 11.1075)
O (11.1736, 7.1288, 12.8273)
H (10.6699, 4.8531, 9.6957)
H (9.6259, 5.0164, 11.1251)
H (11.0724, 4.1924, 11.3679)
H (10.3604, 7.4320, 9.0598)
H (11.2835, 8.7570, 9.7936)
H (9.6041, 8.4112, 10.2902)
H (13.5142, 6.2908, 10.1141)
H (13.4766, 5.8116, 11.8601)
H (13.6212, 7.4792, 11.4854)
C (6.6339, 6.3664, 6.2452)
C (6.9254, 6.5058, 7.7049)
C (7.0845, 5.3548, 8.4801)
C (7.2343, 5.4364, 9.8474)
C (7.1941, 6.7100, 10.4368)
C (7.0856, 7.8452, 9.6947)
C (6.9425, 7.7492, 8.3229)
S (7.2018, 6.9241, 12.2283)
O (7.7931, 8.2886, 12.4022)
O (5.9031, 6.7105, 12.7714)
O (8.2756, 6.0097, 12.7035)
H (5.6012, 6.6458, 5.9833)
H (6.8257, 5.3470, 5.9436)
H (7.2702, 7.0054, 5.6596)
H (7.2160, 4.3234, 8.0440)
H (7.3657, 4.5666, 10.4806)
H (6.8859, 8.8246, 10.2101)
H (6.7543, 8.6110, 7.7630)

Atoms 1-6, force components in eV/Å:
-0.4 0.0 -0.8
-1.6 1.6 -0.3
0.3 1.2 0.3
1.0 -0.7 1.2
0.8 -0.3 -0.6
0.1 -0.8 -0.6

List of Löwdin charges in e, atom by atom:
1. Rh 1.000
2. C -0.184
3. Si 0.548
4. C -0.151
5. C -0.232
6. C -0.195
7. C -0.048
8. C 0.004
9. C -0.070
10. N -0.026
11. C -0.707
12. S 0.861
13. H 0.051
14. H 0.014
15. H 0.052
16. H 0.036
17. H 0.023
18. H 0.024
19. H 0.040
20. H 0.042
21. H 0.007
22. H 0.115
23. H 0.121
24. H 0.125
25. C -0.182
26. As 1.041
27. C -0.147
28. C -0.200
29. O -0.623
30. H 0.062
31. H -0.018
32. H 0.061
33. H 0.042
34. H 0.049
35. H 0.015
36. H 0.050
37. H 0.066
38. H 0.043
39. C -0.042
40. C -0.262
41. C -0.034
42. C -0.060
43. C -0.285
44. C -0.094
45. C -0.024
46. S 0.483
47. O -0.438
48. O -0.266
49. O -0.442
50. H 0.100
51. H 0.073
52. H 0.077
53. H 0.138
54. H 0.119
55. H 0.142
56. H 0.105

=====

Computed, not measured: 2 unconnected molecules or ions with the total composition CH3NO2S2 in a non-equilibrium geometry, with wB97M-V/def2-TZVPD.

## Properties
* LUMO level (alpha / beta): -0.916 / -2.012 eV
* energy relative to the best compared isomer or geometry (same formula, charge and spin): 235.5 kJ/mol
* E_HOMO (alpha / beta): -8.08 / -11.07 eV
* multiplicity: 3
* <S²>: 2.005

Atoms and positions in Å:
C (0.9510, 1.1050, -0.0248)
N (-1.1139, -0.7950, -0.0833)
O (0.8717, -1.0330, 1.3525)
O (1.0534, -1.1261, -1.1898)
S (2.2528, 1.8704, 0.1120)
S (0.5056, -0.6294, 0.0537)
H (-1.3521, 1.8616, -0.2929)
H (-1.5626, -1.1280, 0.7692)
H (-1.6060, -0.1255, -0.6966)

Atoms 1-6, force components in eV/Å:
-1.7 -1.3 -0.3
0.0 0.5 0.2
0.2 -1.1 1.2
-0.2 0.2 1.2
1.4 0.7 0.2
0.3 1.0 -2.7

List of Löwdin charges in e, atom by atom:
1. C -0.788
2. N -0.097
3. O -0.289
4. O -0.305
5. S 0.794
6. S 0.428
7. H 0.124
8. H 0.086
9. H 0.047

=====

Computed, not measured: 2 unconnected molecules or ions with the total composition C9H21N2S in a non-equilibrium geometry, with wB97M-V/def2-TZVPD.

## Properties
* LUMO level: -3.319 eV
* energy relative to the best compared isomer or geometry (same formula, charge and spin): 245.3 kJ/mol
* E_HOMO: -11.24 eV
* multiplicity: 1
* charge: +1

Atoms and positions in Å:
C (1.4650, -0.9053, 0.5043)
C (-0.0073, -0.9247, 0.9954)
C (0.1340, 0.5886, -0.6413)
C (2.4176, -0.7543, 1.6333)
C (-0.5661, -2.2173, 1.6105)
C (2.4735, 1.0119, -0.9765)
C (-0.9638, -1.3986, -1.3938)
C (-2.1492, 0.1064, 0.0869)
C (-1.8286, 3.2500, -1.0072)
N (1.4174, 0.2611, -0.3809)
N (-0.7934, -0.4152, -0.2359)
S (-0.8393, 2.6603, 0.4208)
H (1.7362, -1.7006, -0.0890)
H (-0.0462, -0.1301, 1.7052)
H (-0.2097, 1.2087, -1.6074)
H (3.4991, -0.6205, 1.3948)
H (2.4388, -1.6515, 2.3185)
H (2.2132, 0.2497, 2.2140)
H (-0.0868, -2.4836, 2.6575)
H (-0.3494, -3.1179, 0.9454)
H (-1.6619, -1.9992, 1.8253)
H (2.5267, 2.0005, -0.7114)
H (3.3796, 0.5350, -0.5672)
H (2.3095, 0.8273, -2.0216)
H (-1.3799, -0.9187, -2.3718)
H (0.0630, -1.5878, -1.8081)
H (-1.5733, -2.3860, -1.1048)
H (-2.6741, 0.5993, -0.7834)
H (-2.9375, -0.7498, 0.3139)
H (-2.1833, 0.6594, 0.9666)
H (-1.4815, 2.6743, -1.8763)
H (-1.5019, 4.3071, -1.2447)
H (-2.8404, 3.0216, -0.7710)

Atoms 1-6, force components in eV/Å:
-0.8 1.9 0.8
0.5 -2.0 -0.1
-0.8 5.1 -2.4
1.4 1.5 2.7
0.2 -0.6 1.0
1.1 -3.4 0.0

List of Löwdin charges in e, atom by atom:
1. C -0.293
2. C -0.228
3. C -0.260
4. C -0.035
5. C -0.017
6. C 0.014
7. C 0.018
8. C -0.094
9. C -0.476
10. N -0.110
11. N -0.262
12. S 0.587
13. H 0.128
14. H 0.141
15. H 0.153
16. H 0.092
17. H 0.110
18. H 0.143
19. H 0.134
20. H 0.104
21. H 0.097
22. H 0.074
23. H 0.111
24. H 0.105
25. H 0.142
26. H 0.110
27. H 0.158
28. H 0.120
29. H 0.147
30. H 0.022
31. H 0.005
32. H 0.055
33. H 0.003